[1]
Density functional theory data (ωB97M-V/def2-TZVPD) for a cluster of 3 separate species, CH2IN in total at a distorted geometry.

The geometry in XYZ format:
```
5
Properties=species:S:1:pos:R:3:forces:R:3
C 1.8596 -0.2756 -0.2209 -3.614 3.197 4.124
N 2.4677 -1.0342 -0.8220 0.399 -0.303 -0.492
I -1.9463 0.4632 -0.1240 0.946 0.065 -0.472
H -3.3895 0.3280 0.4494 -0.947 -0.067 0.444
H 1.0084 0.5186 0.7175 3.216 -2.891 -3.603
```
Forces are in eV/Å.

LUMO level: -0.281 eV
F_max: 6.3 eV/Å
HOMO-LUMO gap: 10.3 eV
E_HOMO: -10.56 eV

The computed Löwdin charges, all in e, follow:
1 C -0.217
2 N -0.003
3 I 0.434
4 H -0.382
5 H 0.168

---

[2]
Density functional theory data (ωB97M-V/def2-TZVPD) for a cluster of 2 separate species, CH2IN in total at a distorted geometry.

The geometry in XYZ format:
```
5
Properties=species:S:1:pos:R:3:forces:R:3
C -0.0142 1.0414 -1.4129 -3.308 6.682 14.681
N 0.2868 0.7463 -2.4680 3.931 -5.456 -15.207
I 0.4002 -2.1292 2.3472 0.207 -0.391 0.105
H -0.3741 1.1051 -0.4212 -0.620 -1.221 0.527
H -0.2987 -0.7636 1.9550 -0.211 0.386 -0.105
```
Forces are in eV/Å.

LUMO level (spin up / spin down): 0.441 / -4.368 eV
Multiplicity: 3
F_max: 16.6 eV/Å
HOMO-LUMO gap (spin up / spin down): 6.6 / 5.9 eV
E_HOMO (spin up / spin down): -6.18 / -10.28 eV

The computed Löwdin charges, all in e, follow:
1 C -0.113
2 N 0.111
3 I 0.390
4 H 0.009
5 H -0.397